Below is a structure of composition C40H48MnN4P2 at a distorted geometry, with properties calculated with ωB97M-V/def2-TZVPD.

For the HOMO-LUMO gap (alpha / beta), the calculation gives 0.197 / 0.230 Ha. The charge is +1. The spin multiplicity is 5. The calculation puts the lowest unoccupied orbital energy (alpha / beta) at -3.412 / -2.984 eV. As for the expectation value of S²: 6.090.

```
95
Properties=species:S:1:pos:R:3:mulliken_charge:R:1
Mn 13.1377 12.2802 10.3320 -0.0142
C 13.8165 9.8447 13.8072 -1.3796
C 12.2983 10.2194 13.9191 0.5533
P 11.9343 11.6041 15.0495 0.2329
C 12.3658 11.2028 16.7459 0.7199
C 12.0737 9.9321 17.3286 -0.1547
C 12.7371 9.5714 18.4946 -0.7425
C 13.5964 10.4656 19.1351 -0.4632
C 13.7882 11.7599 18.6044 -0.6038
C 13.2157 12.1268 17.3862 -0.3982
C 10.1205 11.7092 15.0750 0.2971
C 9.1888 10.5245 15.1493 2.5896
C 8.0801 10.8485 16.0891 -0.3990
C 7.6884 12.0577 16.5197 -0.8000
C 8.5061 13.1776 16.1437 -0.6057
C 9.6669 12.9971 15.4244 -0.9363
C 14.2818 9.4936 12.3982 -1.0709
P 14.7834 10.8961 11.3049 1.5614
C 15.9363 10.3058 10.0480 0.7132
C 15.8235 9.0165 9.4590 -0.6164
C 16.7647 8.5847 8.5046 -0.5760
C 17.8463 9.4116 8.1991 -0.4707
C 17.9270 10.6582 8.7726 -0.6653
C 16.9832 11.1592 9.6668 -0.9316
C 15.9417 11.8112 12.4016 0.6638
C 17.2898 11.4521 12.4986 -0.5426
C 17.9921 11.8056 13.6305 -0.6503
C 17.4635 12.6856 14.5376 -0.6758
C 16.1423 13.1702 14.4003 -0.4287
C 15.3878 12.7285 13.2935 -0.5012
H 13.8009 8.9070 14.4417 0.4625
H 14.4363 10.5384 14.3531 0.6470
H 11.7376 9.3099 14.2114 0.4870
H 11.8804 10.4923 12.9648 -0.7529
H 11.3796 9.2596 16.8854 0.2283
H 12.5746 8.6013 18.9623 0.3906
H 14.1416 10.1095 20.0108 0.3821
H 14.4751 12.3993 19.1918 0.3321
H 13.6050 13.0480 16.8978 0.2129
H 9.6877 9.6368 15.5992 -1.3584
H 7.5069 9.9307 16.4226 0.0653
H 6.8799 12.2259 17.2205 0.4631
H 8.1658 14.2291 16.3406 0.3254
H 10.3641 13.8672 15.3138 0.3632
H 13.4821 8.9923 11.8788 0.7972
H 15.1454 8.7554 12.4771 0.4878
H 14.9210 8.4350 9.6761 0.3847
H 16.5625 7.7163 7.8596 0.3650
H 18.6599 9.0744 7.5002 0.3479
H 18.7903 11.2788 8.5606 0.3839
H 17.2385 12.0857 10.1466 0.7513
H 17.7674 10.8125 11.7223 0.3004
H 18.9577 11.3290 13.7598 0.4282
H 18.0787 13.0132 15.3758 0.3642
H 15.7489 13.9055 15.0472 0.5544
H 14.3967 13.1202 13.1144 -0.0295
N 12.4358 12.7415 8.3336 -0.5109
C 10.9889 13.1653 8.3861 -0.2191
C 10.6624 14.5414 9.0601 -0.7094
C 11.2476 14.7803 10.4689 -0.2645
N 12.7411 14.5079 10.4962 -0.5889
H 13.0313 13.3833 7.8708 0.2189
H 12.5319 11.7995 7.9200 0.3228
H 10.4621 12.3692 9.0048 0.1979
H 10.4573 13.2346 7.3876 0.3200
H 9.5673 14.5117 9.2449 0.3502
H 10.9243 15.3815 8.4190 0.3084
H 10.8194 14.0896 11.2233 0.1727
H 11.0161 15.8471 10.7327 0.3784
H 13.1200 14.9920 11.2812 0.2645
H 13.2004 14.8420 9.6452 0.2378
C 6.2584 6.2029 14.5866 -1.1060
N 7.6577 6.4489 14.5323 0.3032
C 8.5814 5.2946 14.5459 -0.9967
C 8.2271 7.7029 14.8813 -0.4472
C 8.0619 8.6514 13.7352 1.2284
C 7.5423 8.2417 12.4977 -0.3913
C 7.4293 9.1053 11.4190 -0.9575
C 7.7318 10.4442 11.6042 -0.8891
C 8.2061 10.8827 12.8128 -0.8486
C 8.5082 9.9988 13.8829 0.1718
H 5.9355 5.4327 13.8865 0.3625
H 5.7889 7.1489 14.3528 0.4005
H 5.9522 5.8357 15.5727 0.3253
H 8.0436 4.4156 14.2036 0.3441
H 9.0553 5.0754 15.5500 0.2530
H 9.4281 5.5055 13.8670 0.3197
H 9.2937 7.5266 15.1276 0.2739
H 7.7125 8.0899 15.8123 -0.1992
H 7.1863 7.2083 12.4086 0.3783
H 7.1734 8.7266 10.4424 0.4146
H 7.4883 11.1036 10.8007 0.4552
H 8.4421 11.9334 12.9858 0.4086
N 10.9578 10.0964 10.4931 -0.5924
C 11.8086 10.9074 10.4990 0.2222
```

=====

Below is a cluster of 11 separate species, C36H72O14S3 in total at a distorted geometry, with properties calculated with ωB97M-V/def2-TZVPD.

For the HOMO-LUMO gap, the calculation gives 0.356 Ha. Its structure (SMILES) is O=S1(=O)CCCC1.O=S1(=O)CCCC1.O=S1(=O)CCCC1.CC(C)=O.CC(C)=O.CC(C)=O.CC(C)=O.CC(C)=O.CC(C)=O.CC(C)=O.CC(C)=O. The calculation puts the lowest unoccupied orbital energy at 0.549 eV.

```
125
Properties=species:S:1:pos:R:3:mulliken_charge:R:1
O -2.8456 -3.9914 -2.9993 -0.6893
S -1.7128 -4.4407 -2.1774 1.1366
O -1.9506 -5.4786 -1.2182 -0.7318
C -0.2623 -4.8315 -3.1829 -0.8803
C 0.8572 -4.0016 -2.5698 -0.4472
C 0.2865 -2.6731 -2.0624 0.8198
C -0.9673 -3.0364 -1.3036 -0.1457
H -0.5273 -4.5763 -4.1968 0.4043
H -0.0649 -5.9145 -3.0129 0.3799
H 1.2661 -4.5388 -1.7108 0.2172
H 1.7759 -3.9401 -3.2266 0.3617
H -0.0917 -2.0431 -2.8842 0.1940
H 0.9240 -2.1046 -1.4595 -0.8295
H -1.7150 -2.2476 -1.2146 0.0675
H -0.5976 -3.3806 -0.3592 0.2478
O 2.8367 -0.8863 -1.3794 -0.3057
S 4.0195 -0.5692 -2.1855 0.9426
O 4.3748 -1.4553 -3.2365 -0.8153
C 3.8958 1.1142 -2.7473 -0.9210
C 4.6413 1.8729 -1.6472 0.4460
C 5.8696 1.1234 -1.3304 -0.9480
C 5.4290 -0.3551 -1.0549 -0.4130
H 2.8634 1.3092 -2.9891 0.2945
H 4.4573 1.0848 -3.7079 0.3809
H 4.9728 2.8980 -1.9004 0.4068
H 3.9762 1.8255 -0.7657 -0.4890
H 6.2997 1.5501 -0.3838 0.3679
H 6.6137 1.1555 -2.0537 0.4137
H 4.9480 -0.5542 -0.0978 -0.0062
H 6.1416 -1.1006 -1.3368 0.5113
O 1.7762 1.5441 1.2005 -0.2982
S 0.7824 2.1541 0.2479 1.1935
O 1.2299 2.7075 -0.9820 -0.7599
C -0.5156 0.9845 -0.0578 -0.2658
C -1.8137 1.6679 0.2918 1.0180
C -1.4181 2.5255 1.5166 -0.6411
C -0.2016 3.3061 1.1425 -0.6199
H -0.2752 0.1959 0.6677 -0.0713
H -0.3211 0.6301 -1.0980 0.3025
H -2.1173 2.3364 -0.4985 -0.5503
H -2.6823 0.9925 0.3639 -0.5246
H -1.1467 1.8639 2.3411 0.3112
H -2.1409 3.2604 1.8537 0.3470
H 0.3374 3.7585 1.9436 0.5589
H -0.5425 3.9708 0.3259 -0.0658
C 1.7597 -1.9075 3.5705 -1.2927
C 1.9187 -1.9218 2.0901 0.3784
C 3.1377 -1.2972 1.5166 1.0153
O 1.0788 -2.4816 1.4073 -0.4773
H 2.6368 -2.4512 4.1241 0.3054
H 0.8462 -2.5149 3.7308 0.3238
H 1.7014 -0.9555 4.0778 0.2754
H 3.7234 -0.6985 2.2868 0.0528
H 2.8202 -0.4989 0.7538 -0.6816
H 3.6920 -2.0500 0.9687 -0.0433
C -1.7157 3.5088 -3.1081 -0.4791
C -0.8108 2.7204 -4.0547 0.7382
C 0.0668 3.5097 -5.0134 -1.2099
O -0.8002 1.5344 -4.0619 -0.5338
H -1.1119 4.0140 -2.3460 0.1386
H -2.4190 2.7675 -2.5751 -0.1062
H -2.2646 4.1892 -3.8172 0.5282
H 0.2622 4.5247 -4.7505 0.3554
H -0.4242 3.3953 -5.9672 0.3744
H 0.9895 2.9113 -4.9904 0.2617
C -4.1861 -4.5715 3.5713 -1.1641
C -3.6959 -3.2053 3.3469 0.6405
C -2.4321 -3.0043 2.4959 -0.5146
O -4.2254 -2.2737 3.9239 -0.5675
H -4.6300 -4.9863 2.6066 0.2638
H -4.9181 -4.6507 4.4261 0.3064
H -3.3526 -5.2087 3.8302 0.3550
H -2.8004 -2.9718 1.4483 0.0008
H -1.7434 -3.8367 2.5550 0.4940
H -1.9949 -2.0145 2.7160 0.1885
C 5.3523 -6.2253 0.0784 -1.2947
C 5.0109 -4.8333 -0.4651 0.8183
C 4.6379 -4.7629 -1.9058 -0.5483
O 5.1294 -3.8091 0.1894 -0.5738
H 6.0062 -6.7281 -0.6284 0.3639
H 4.4359 -6.8250 0.0511 0.3265
H 5.6374 -5.9975 1.1434 0.3221
H 5.4944 -4.9246 -2.5218 0.4591
H 4.2815 -3.7379 -2.0900 -0.1887
H 3.8617 -5.5302 -2.1754 0.2879
C 3.3762 2.4231 4.3922 -1.1152
C 3.4098 3.5155 3.3303 0.8204
C 4.3146 3.2872 2.1545 0.0620
O 2.5635 4.3359 3.2911 -0.5579
H 4.2444 2.5838 5.0676 0.4022
H 3.4601 1.3789 4.1506 0.1127
H 2.4084 2.5772 4.9293 0.3126
H 3.7829 2.7495 1.4009 -0.5954
H 5.1493 2.5491 2.4220 0.2950
H 4.6749 4.2901 1.7542 0.3125
C -3.6515 5.6617 0.7199 -0.6464
C -2.2414 6.2270 0.8523 0.8501
C -1.7865 7.1189 2.0485 -1.0917
O -1.5194 5.9224 -0.0816 -0.5579
H -4.5710 6.2787 0.9410 0.4263
H -3.8263 4.7802 1.3553 0.0523
H -3.7565 5.3569 -0.3853 0.1868
H -1.1428 6.5082 2.7152 0.2663
H -2.7127 7.5685 2.5515 0.2966
H -1.0205 7.8754 1.7992 0.3464
C -3.7409 -1.2071 -3.8237 -1.0410
C -4.2811 -1.0819 -2.3578 0.8101
C -5.3165 -2.1761 -1.9536 -1.1109
O -3.8215 -0.2612 -1.5802 -0.3823
H -3.5840 -2.2385 -4.0758 0.2851
H -2.7798 -0.6999 -3.8066 0.0898
H -4.4485 -0.6799 -4.3948 0.5304
H -5.4984 -2.1742 -0.8545 0.1543
H -4.8084 -3.0673 -2.2339 0.3128
H -6.1604 -1.9865 -2.5674 0.4398
C -5.2540 0.4987 1.6150 -0.3789
C -5.1433 1.7359 2.4997 0.5880
C -5.8311 1.7198 3.8619 -1.2648
O -4.5254 2.7303 2.1581 -0.5848
H -5.5670 0.8761 0.6655 0.3189
H -6.0081 -0.2618 2.0055 0.4368
H -4.2234 0.0907 1.5976 -0.2118
H -6.3832 2.6464 3.9712 0.3562
H -5.0229 1.8566 4.5770 0.3229
H -6.3782 0.7786 3.9855 0.3482
```

=====

Below is a structure of composition C9H10Cl3LaNO2 at a distorted geometry, with properties calculated with ωB97M-V/def2-TZVPD.

For the HOMO-LUMO gap, the calculation gives 0.225 Ha. The charge is -1. The calculation puts the lowest unoccupied orbital energy at 2.627 eV.

```
26
Properties=species:S:1:pos:R:3:mulliken_charge:R:1
C 1.5171 -0.9802 -1.3654 -0.4654
C 1.2553 0.2579 -2.0331 -0.4677
C -0.0668 0.1960 -2.5846 -0.6726
C -0.6138 -1.0871 -2.2631 -0.4491
C 0.3614 -1.8171 -1.5098 -0.5955
La -0.3462 0.2277 0.3122 0.7079
N 0.8329 -0.9625 1.6379 -0.5051
C 1.3251 0.5237 2.0083 -0.3408
C 1.3565 1.6722 1.0275 -0.9772
H -0.5350 0.9567 -3.2075 0.4348
H 1.9625 1.0846 -2.1489 0.4001
H -1.5837 -1.4719 -2.5942 0.4131
H 0.2675 -2.8407 -1.1504 0.3970
H 2.4497 -1.2592 -0.8693 0.3809
H 2.3131 1.7622 0.5089 0.2829
H 0.7364 0.8433 2.9089 0.2574
H 1.0376 -1.6130 2.4113 0.1369
H 1.0145 2.6020 1.4996 0.3313
H 2.3793 0.3467 2.3204 0.3743
Cl -4.5592 1.8518 3.1681 -0.1362
C -4.4419 0.5039 2.0268 0.6804
Cl -4.7405 -1.0521 2.8376 -0.1385
Cl -5.5443 0.7328 0.6408 -0.1505
C -2.9725 0.4469 1.4257 0.4951
O -2.1491 1.3982 1.6116 -0.7232
O -2.6968 -0.5989 0.7529 -0.6705
```

=====

Below is a cluster of 5 separate species, C14H43N2O16P5 in total at a distorted geometry, with properties calculated with ωB97M-V/def2-TZVPD.

For the HOMO-LUMO gap, the calculation gives 0.284 Ha. Its structure (SMILES) is COP(=O)(OC)OC.COP(=O)(OC)OC.COP(=O)(OC)OC.COP(=O)(OC)OC.[H]/N=C/CPN. The calculation puts the lowest unoccupied orbital energy at 0.356 eV.

```
80
Properties=species:S:1:pos:R:3:mulliken_charge:R:1
C 0.0947 0.4401 4.1529 -0.3987
O -1.1904 1.0409 3.7846 -0.5179
P -1.1465 1.4032 2.2079 1.0516
O -0.7716 0.1280 1.5715 -0.5471
O 0.1081 2.4554 2.3435 -0.2268
C 0.1226 3.5074 3.3066 -0.8560
O -1.8762 2.2018 1.0334 -0.3578
C -2.3945 3.5380 1.2368 -0.6952
H -0.1031 -0.5775 4.4774 0.3070
H 0.7821 0.4353 3.3190 0.0939
H 0.5343 1.0087 4.9703 0.2373
H 1.0629 3.4578 3.8554 0.2609
H -0.6996 3.4269 4.0187 0.4123
H 0.0609 4.4689 2.7949 0.2658
H -1.6086 4.2718 1.0954 0.1975
H -2.8115 3.6611 2.2348 0.3544
H -3.1868 3.6979 0.5138 0.3172
C -1.9291 -7.8120 -6.4461 -0.7037
O -1.6966 -8.3986 -5.1521 -0.3825
P -0.7552 -7.5801 -4.1717 1.0424
O -1.1954 -6.2076 -3.9664 -0.5007
O 0.6005 -7.6060 -5.1061 -0.3503
C 1.0133 -8.7467 -5.8495 -0.7703
O -0.0858 -8.1221 -2.8454 -0.3030
C 0.4631 -9.4476 -2.7505 -0.6340
H -3.0002 -7.6634 -6.5518 0.2637
H -1.4145 -6.8617 -6.5594 0.3561
H -1.5799 -8.5130 -7.2023 0.2755
H 1.1973 -8.4413 -6.8801 0.2734
H 0.2617 -9.5371 -5.8507 0.3621
H 1.9414 -9.1367 -5.4306 0.2627
H 1.4873 -9.4436 -3.1194 0.2440
H -0.1263 -10.1776 -3.3046 0.3045
H 0.4637 -9.7227 -1.6999 0.2732
C 2.8922 -0.0244 0.7761 -0.5958
O 3.7385 -1.0218 1.4270 -0.3626
P 4.6172 -0.2767 2.5439 1.2008
O 3.7300 0.4506 3.4540 -0.6816
O 5.4030 0.7497 1.5243 -0.3645
C 5.9209 0.3371 0.2626 -0.7980
O 5.9052 -0.7562 3.3316 -0.3546
C 6.9622 -1.4900 2.6879 -0.6480
H 1.8588 -0.3116 0.9604 0.0284
H 3.0640 0.9684 1.1732 0.5213
H 3.0873 -0.0187 -0.2951 0.2851
H 5.5608 1.0260 -0.5016 0.2747
H 5.6048 -0.6712 -0.0058 0.3874
H 7.0103 0.3786 0.2863 0.2734
H 7.6553 -0.7926 2.2212 0.2488
H 6.5836 -2.1882 1.9422 0.3066
H 7.4838 -2.0494 3.4590 0.2603
C -1.8012 7.0063 0.5066 -0.7873
O -2.2930 7.2251 1.8595 -0.3294
P -3.8944 7.3449 1.8767 1.2746
O -4.4245 6.1339 1.2599 -0.6963
O -3.9845 8.6421 0.8714 -0.3798
C -3.1251 9.7737 0.9868 -0.7669
O -4.9194 7.8876 2.9513 -0.3601
C -4.6693 9.0784 3.7237 -0.6296
H -1.2749 6.0595 0.4898 0.2310
H -2.5964 6.9823 -0.2299 0.4697
H -1.1049 7.8044 0.2546 0.3089
H -2.6842 9.9743 0.0103 0.2782
H -2.3198 9.6117 1.7039 0.3665
H -3.7085 10.6422 1.2919 0.2767
H -4.9905 9.9501 3.1571 0.2486
H -3.6194 9.1796 3.9950 0.2987
H -5.2606 9.0040 4.6311 0.2703
H 0.6425 -0.4425 -1.7425 0.2763
N 0.6679 -1.4186 -2.0361 -0.8136
C -0.0804 -2.0700 -1.2467 0.1637
C -0.3045 -3.5388 -1.3728 -0.7078
P -2.0455 -3.9539 -1.8389 0.0362
N -3.0215 -2.6960 -1.1425 -0.5992
H -0.6143 -1.5716 -0.4345 0.4092
H 0.3002 -3.8940 -2.2043 0.3593
H -0.0488 -4.0390 -0.4438 0.3690
H -1.9994 -3.6925 -3.2310 -0.0002
H -3.8870 -2.6793 -1.6708 0.2684
H -2.6385 -1.7611 -1.2529 0.2715
```

=====

Below is the molecule C2H3F2NO2 at a distorted geometry, with properties calculated with ωB97M-V/def2-TZVPD.

For the HOMO-LUMO gap, the calculation gives 0.406 Ha. Its structure (SMILES) is O=C(NO)C(F)F. The calculation puts the lowest unoccupied orbital energy at 0.832 eV.

```
10
Properties=species:S:1:pos:R:3:mulliken_charge:R:1
O 1.5948 -0.3151 -0.1456 -0.6640
C 0.3761 -0.1311 -0.2439 0.4283
N -0.4667 -0.3855 0.7034 -0.0095
O 0.1126 -1.1006 1.7931 -0.4086
C -0.4781 0.5762 -1.6816 0.3146
F -1.7584 0.3010 -1.2797 -0.2703
F -0.2784 1.9298 -1.7521 -0.2210
H -1.3969 -0.5174 0.7930 0.2175
H 1.0431 -1.0320 1.5374 0.3650
H -0.0307 0.1256 -2.5979 0.2481
```

=====

Below is a cluster of 2 separate species, C3H3NO4S in total at a distorted geometry, with properties calculated with ωB97M-V/def2-TZVPD.

For the HOMO-LUMO gap (alpha / beta), the calculation gives 0.204 / 0.229 Ha. The charge is -2. The spin multiplicity is 3. The calculation puts the lowest unoccupied orbital energy (alpha / beta) at 6.649 / 6.579 eV. As for the expectation value of S²: 2.015.

```
12
Properties=species:S:1:pos:R:3:mulliken_charge:R:1
C -1.6587 0.2414 -0.6628 -0.5289
C -1.1147 -0.0483 0.4507 -0.4284
C 1.7130 -1.4027 0.0740 0.5124
N 1.6009 -0.0300 0.3835 -0.3302
O 2.5189 -1.7545 -0.8345 -0.7866
O 1.0174 -2.1010 0.8062 -0.6962
O 0.5992 1.7754 1.6795 -0.7037
O -0.0810 2.3411 -1.3564 -0.7067
S 0.4465 0.9734 0.4480 0.7066
H -2.6319 -0.2452 -1.0405 0.1967
H -1.4310 1.2511 -0.9630 0.3948
H -0.9787 -1.0008 1.0154 0.3702
```